1.
A structure of composition C35H52OP4SeY at a distorted geometry, computed with ωB97M-V/def2-TZVPD.

CARTESIAN COORDINATES (ANGSTROEM)
Y -0.155 -0.526 -0.775
Se -0.193 2.649 -4.650
P 2.474 -0.287 -1.273
P 0.293 2.000 0.355
P -0.195 -0.855 3.140
P -2.572 0.499 -1.266
O -0.227 -0.751 1.550
C -1.749 -0.158 3.792
C 3.770 -0.610 -0.001
C -0.916 2.696 1.549
C 3.136 1.219 -2.099
C 2.512 -0.668 3.499
C -0.374 -3.188 -3.819
C 3.733 -0.098 3.874
C 2.975 -1.557 -2.507
C 0.627 -0.066 -8.348
C 1.333 1.264 4.374
C 0.230 -0.658 -7.136
C 1.294 0.022 3.707
C 0.986 1.301 -8.384
C 0.070 -4.932 3.696
C 0.029 -3.643 3.133
C 0.070 0.097 -5.974
C -1.868 0.873 4.746
C -0.229 -2.707 5.350
C 1.893 2.323 1.202
C 3.758 1.150 4.505
C -4.277 0.888 4.465
C -2.767 2.226 -1.800
C 0.198 1.508 -6.065
C -0.140 -2.507 3.947
C -2.928 -0.793 3.344
C 0.895 2.038 -7.204
C 0.310 3.390 -0.830
C -4.180 -0.267 3.678
C -0.158 -3.988 5.910
C -0.628 -3.190 -5.147
C -3.371 -0.438 -2.613
C -0.026 -5.113 5.080
C 2.555 1.790 4.819
C -3.782 0.393 0.096
C -3.117 1.456 5.002
H -2.502 2.940 -1.010
H 3.548 -1.565 0.498
H -0.853 -2.459 -3.130
H 4.126 0.955 -2.518
H -3.172 2.353 5.634
H -0.598 3.387 -1.438
H 0.167 -4.076 -3.401
H 2.217 1.457 1.789
H 4.043 -1.397 -2.739
H -0.225 -4.120 6.996
H -0.012 -6.130 5.497
H 2.362 -1.455 -3.418
H -3.811 2.363 -2.121
H 0.695 -0.684 -9.263
H 2.815 -2.561 -2.082
H 1.254 3.067 -7.208
H -5.263 1.319 4.666
H -0.371 -1.874 6.040
H 2.678 2.568 0.480
H -0.496 3.649 1.907
H -1.126 2.043 2.404
H 4.725 1.632 4.719
H 0.414 1.841 4.526
H -2.725 -0.451 -3.499
H -3.438 0.957 0.971
H -1.673 2.554 -4.478
H 1.756 3.175 1.882
H 3.234 2.060 -1.389
H 3.786 0.176 0.766
H 1.187 3.316 -1.478
H 0.345 4.312 -0.237
H 4.699 -0.589 3.675
H 1.384 1.796 -9.289
H -2.850 -1.717 2.765
H -1.884 2.924 1.087
H -4.744 0.800 -0.249
H -1.392 -2.571 -5.642
H -0.029 -0.445 -5.027
H 0.109 -3.526 2.052
H 4.753 -0.678 -0.501
H -5.106 -0.741 3.340
H 2.452 1.496 -2.923
H 0.173 -5.820 3.053
H -0.005 -1.735 -7.178
H -2.109 2.412 -2.659
H -4.320 0.058 -2.864
H 2.569 2.739 5.373
H 2.497 -1.686 3.090
H -0.995 1.208 5.315
H -0.136 -3.926 -5.811
H -3.532 -1.482 -2.313
H -3.911 -0.649 0.417

**Gap between HOMO and LUMO**: 5.89 eV
**HOMO level**: -15.114 eV
**Total energy**: -142707.4334 eV
**Total charge**: +3

Results of the Löwdin charge analysis, in e, for atoms 1 through 6:
1 Y 1.2003
2 Se 0.8827
3 P 0.7044
4 P 0.7517
5 P 0.9233
6 P 0.6999

***

2.
A structure of composition C35H53AsBrN2OPtSSi at a distorted geometry, computed with ωB97M-V/def2-TZVPD.

CARTESIAN COORDINATES (ANGSTROEM)
Pt 0.465 0.718 -0.775
Br 0.931 -0.753 1.259
As 2.362 0.886 -2.232
S -0.470 2.473 -1.863
Si -0.144 0.181 3.116
O -3.206 -1.361 -0.863
N -5.158 -2.414 -1.541
N -3.185 -2.383 -2.925
C -1.700 -2.284 -2.916
C -5.796 -3.526 -2.203
C -3.811 -2.053 -1.706
C -2.034 0.397 2.809
C -2.126 0.877 1.286
C -3.778 -2.544 -4.241
C 2.930 3.132 -4.059
C 2.099 2.550 -3.125
C 1.516 5.117 -4.074
C 4.211 -0.163 -0.341
C -5.764 -1.888 -0.286
C -2.728 1.456 3.702
C 0.825 3.141 -2.786
C -0.944 -1.051 5.649
C 1.117 -2.353 -5.549
C 0.565 2.723 2.429
C 4.066 0.690 -1.401
C 2.135 -2.667 -4.617
C -2.800 -0.903 2.738
C 0.811 2.198 5.040
C 2.509 1.482 3.218
C 0.074 -2.571 3.870
C 0.075 -1.170 4.463
C 2.622 -1.645 -3.708
C 1.522 -1.207 5.026
C 0.495 -1.075 -5.436
C 6.445 0.788 -0.017
C 2.586 4.406 -4.584
C 1.000 1.710 3.560
C 6.213 1.703 -1.057
C 5.014 1.620 -1.754
C 0.840 -0.162 -4.442
C 0.551 4.431 -3.244
C 5.419 -0.145 0.375
C 2.015 -0.419 -3.679
H -1.669 0.193 0.645
H 3.293 -0.674 -0.058
H 2.653 1.001 2.196
H 0.708 -3.064 -6.236
H -1.302 -1.831 -1.972
H -1.237 -3.232 -3.036
H -3.730 1.488 3.362
H 7.418 0.931 0.534
H -3.888 -3.603 -4.392
H -3.079 -1.219 3.756
H -3.740 -0.652 2.178
H -4.772 -2.005 -4.371
H 1.287 3.568 2.351
H -1.086 0.023 5.728
H -0.193 -0.813 -6.231
H 4.827 2.336 -2.507
H -0.420 4.924 -3.059
H -6.745 -2.395 -0.136
H 1.841 -0.178 5.292
H -3.058 -2.103 -4.934
H 3.024 0.872 3.908
H -0.763 -2.829 3.177
H -2.338 -1.726 2.186
H 2.940 2.507 3.268
H 6.849 2.543 -1.129
H -1.743 1.859 0.806
H 1.734 1.869 5.653
H 2.307 -1.621 4.302
H 0.270 0.781 -4.244
H -2.215 2.450 3.573
H -2.735 1.171 4.772
H -1.929 -1.555 5.567
H -5.040 -4.028 -2.758
H -3.213 0.874 1.103
H -6.178 -4.325 -1.554
H 3.284 4.818 -5.291
H -1.262 -1.579 -3.569
H 3.484 -1.947 -3.037
H -0.428 3.070 2.615
H 3.757 2.559 -4.403
H 2.521 -3.632 -4.509
H 0.636 3.254 5.136
H 0.022 1.710 5.698
H 0.620 2.197 1.466
H 1.011 -2.825 3.322
H -5.876 -0.766 -0.271
H 5.563 -0.735 1.272
H -0.015 -3.301 4.700
H 1.476 6.184 -4.302
H -5.067 -2.190 0.555
H 1.555 -1.820 5.919
H -6.717 -3.128 -2.717
H -0.413 -1.347 6.558

**Gap between HOMO and LUMO (spin up / spin down)**: 7.84 / 4.20 eV
**Spin multiplicity**: 5
**<S²>**: 6.0647
**HOMO level (spin up / spin down)**: -15.470 / -15.816 eV
**Total energy**: -194992.5415 eV
**Total charge**: +3

Results of the Löwdin charge analysis, in e, for atoms 1 through 6:
1 Pt 0.5165
2 Br 0.5804
3 As 1.2287
4 S 0.7576
5 Si 0.5822
6 O 0.0414

***

3.
A cluster of 3 separate species, C35H53BBr2NO9P in total at a distorted geometry, computed with ωB97M-V/def2-TZVPD.

CARTESIAN COORDINATES (ANGSTROEM)
Br 3.275 -5.794 -1.787
Br 0.480 -6.129 0.724
P 1.046 5.184 -3.268
O 4.906 -0.494 -2.927
O 1.222 0.175 -5.776
O -7.487 -0.384 5.164
O 4.806 2.400 -0.005
O -4.074 0.325 4.744
O 6.149 1.957 -1.939
O 3.831 -2.638 -1.316
O -0.876 0.931 2.512
O 0.060 2.710 3.492
N 0.029 5.361 -2.079
C 0.676 -3.214 -3.068
C -8.007 -0.314 6.486
C -2.003 0.407 -2.852
C 3.670 2.223 -2.302
C 4.857 1.286 2.130
C 0.565 -2.102 -3.906
C 4.003 -2.683 1.115
C 5.658 1.663 0.886
C -2.530 -0.440 -4.030
C -1.091 1.464 1.186
C -3.546 1.297 5.648
C 1.843 -4.593 -1.269
C 0.097 1.551 3.219
C 3.735 -0.254 -2.963
C -2.522 1.245 0.768
C -7.428 0.857 7.258
C 0.511 -5.315 -1.058
C 3.791 -1.837 -0.115
C 3.172 1.136 -3.038
C 2.983 3.439 -2.437
C 1.743 -3.405 -2.196
C 1.869 3.578 -3.267
C -3.098 2.543 4.910
C 2.776 -2.452 -2.162
C 2.686 -1.332 -2.982
C 1.577 0.102 -4.631
C 1.586 -1.155 -3.840
C -2.924 0.386 -1.637
C -0.641 -1.978 -4.794
C 2.068 1.287 -3.884
C 1.411 2.503 -4.020
C 0.206 -6.402 -2.086
C 1.233 0.674 3.651
C -2.733 1.609 -0.708
C -1.958 -1.871 -3.956
B 4.937 2.181 -1.348
H -0.839 2.521 1.186
H -0.686 -2.882 -5.403
H 6.864 2.390 -1.460
H 5.268 1.731 3.031
H 5.023 -3.047 1.190
H -3.377 0.106 4.116
H 6.092 0.789 0.408
H -2.655 -2.624 -4.307
H -1.030 0.002 -2.565
H 3.334 4.274 -1.844
H -1.673 -2.053 -2.924
H -7.637 1.793 6.739
H -3.616 -0.510 -4.009
H 3.819 -2.066 1.993
H -3.932 2.978 4.358
H -2.703 3.291 5.598
H -2.825 0.230 1.019
H -9.088 -0.211 6.390
H 4.798 0.209 2.247
H -7.847 0.912 8.264
H 0.744 -7.308 -1.839
H -0.022 4.536 -1.495
H -2.708 0.857 6.199
H -4.336 1.531 6.359
H 6.485 2.307 1.184
H -0.413 0.939 0.507
H -7.798 -1.254 7.009
H -1.897 2.215 -1.052
H 2.852 -1.287 -0.086
H 3.851 1.677 2.012
H -3.635 2.208 -0.770
H -2.260 0.057 -4.958
H -0.852 -6.650 -2.070
H -0.571 -1.157 -5.489
H -3.948 0.395 -2.005
H -2.321 2.296 4.188
H 2.115 -4.198 -0.302
H -0.287 -4.586 -1.040
H -6.343 0.763 7.339
H 2.060 6.160 -3.178
H 0.499 -6.047 -3.068
H -6.529 -0.482 5.225
H 0.563 2.605 -4.681
H -1.825 1.424 -3.199
H -3.134 1.907 1.380
H 3.323 -3.526 1.166
H 4.603 -1.113 -0.196
H 0.970 -0.373 3.517
H -2.815 -0.527 -1.054
H 1.455 0.840 4.697
H 0.368 5.330 -4.495
H 2.106 0.875 3.036
H -0.125 -3.935 -3.109

**Gap between HOMO and LUMO**: 7.79 eV
**Structure (SMILES)**: CCOB(O)c1cc([PH2]=N)cc2c1C(=O)c1c(OCC)c([C@H](Br)[C@@H](C)Br)cc(CCCCCCCCOC(C)=O)c1C2=O.CCO.CCO
**HOMO level**: -8.760 eV
**Total energy**: -207123.2962 eV
**Total charge**: 0

Results of the Löwdin charge analysis, in e, for atoms 1 through 6:
1 Br 0.7975
2 Br 0.6962
3 P 0.7101
4 O 0.1819
5 O 0.1449
6 O -0.0837